DFT (the ωB97M-V functional and the def2-TZVPD basis) results for a structure of composition C2H3NOS at a distorted geometry.

CARTESIAN COORDINATES (ANGSTROEM)
C (-1.588, -0.048, -0.026)
C (0.292, 0.212, 0.509)
N (-2.686, -0.320, 0.109)
O (0.860, 1.342, -0.017)
S (1.163, -1.278, 0.001)
H (0.149, 0.229, 1.663)
H (1.232, 1.051, -0.948)
H (0.578, -1.188, -1.291)

Properties
Net charge ... 0
HOMO-LUMO gap ... 10.180 eV
HOMO ... -10.57 eV
Multiplicity ... 1



DFT (the ωB97M-V functional and the def2-TZVPD basis) results for an isolated molecule of C2H3NOS at a distorted geometry.

CARTESIAN COORDINATES (ANGSTROEM)
C (-0.767, 0.541, -0.892)
C (1.421, -0.164, 0.858)
N (0.469, -0.101, -0.153)
O (-3.276, 0.696, -1.056)
S (-2.203, 0.077, -0.266)
H (2.276, -0.784, 0.692)
H (1.323, 0.478, 1.711)
H (0.757, -0.743, -0.894)

Properties
Net charge ... 0
HOMO-LUMO gap (alpha / beta) ... 7.723 / 7.726 eV
HOMO (alpha / beta) ... -8.74 / -8.74 eV
Multiplicity ... 1



Computed energy, in the same sequence as the records: -16492.562, -16490.236 eV.